No. 1
C26H31N3O2S in the gas phase, computed with ωB97M-V/def2-TZVPD.

Element x y z (Å)
C 1.09 -7.58 -1.68
C 0.45 -6.62 -0.67
C 0.65 -7.09 0.73
N 1.10 -6.38 1.71
C 1.14 -7.07 2.87
C 0.71 -8.35 2.80
S 0.22 -8.73 1.19
N 0.91 -5.25 -0.82
C 2.32 -4.99 -0.69
C -0.03 -4.29 -0.98
O -1.20 -4.56 -1.18
C 0.42 -2.87 -0.90
C 0.16 -2.00 -1.95
C 0.49 -0.65 -1.86
C 1.07 -0.16 -0.69
O 1.45 1.13 -0.48
C 1.16 2.13 -1.44
C -0.32 2.54 -1.40
C -0.65 3.19 -0.05
N 0.19 4.33 0.27
C -0.13 5.55 -0.44
C -0.75 6.58 0.53
C -2.06 6.08 1.05
C -2.12 5.31 2.21
C -3.32 4.81 2.66
C -4.49 5.07 1.97
C -4.45 5.83 0.81
C -3.24 6.33 0.36
C 1.59 3.94 0.25
C 2.04 3.34 -1.08
C 1.30 -1.03 0.37
C 0.99 -2.37 0.27
H 2.13 -7.78 -1.44
H 1.02 -7.16 -2.68
H 0.55 -8.53 -1.66
H -0.63 -6.57 -0.87
H 1.50 -6.58 3.75
H 0.65 -9.09 3.57
H 2.54 -3.96 -0.96
H 2.66 -5.17 0.33
H 2.88 -5.65 -1.37
H -0.30 -2.37 -2.85
H 0.29 -0.01 -2.70
H 1.43 1.78 -2.44
H -0.51 3.24 -2.21
H -0.95 1.67 -1.54
H -1.69 3.51 -0.03
H -0.51 2.45 0.74
H 0.77 5.99 -0.88
H -0.84 5.37 -1.26
H -0.05 6.73 1.35
H -0.89 7.52 0.00
H -1.21 5.11 2.75
H -3.35 4.22 3.57
H -5.43 4.68 2.32
H -5.36 6.03 0.27
H -3.21 6.93 -0.54
H 2.20 4.82 0.50
H 1.73 3.20 1.04
H 1.95 4.08 -1.88
H 3.08 3.02 -1.01
H 1.74 -0.63 1.27
H 1.16 -3.03 1.11

* energy above the lowest of the compared OMol25 structures with the same formula, charge and spin: 75.3 kJ/mol
* structure (SMILES): C[C@@H](c1nccs1)N(C)C(=O)c1ccc(OC2CCN(CCc3ccccc3)CC2)cc1
* F_max: 0.9 eV/A
* highest occupied orbital energy: -8.123 eV
* LUMO level: 0.70 eV
* multiplicity: 1

***

No. 2
C26H31N3O4 in the gas phase at a distorted geometry, computed with ωB97M-V/def2-TZVPD.

Element x y z (Å)
C -1.36 -0.29 -2.66
C -1.35 0.68 -1.52
C -2.49 1.30 -1.12
C -3.82 1.16 -1.81
C -4.83 0.38 -0.94
C -4.29 -0.99 -0.60
O -3.94 -1.80 -1.44
N -4.24 -1.26 0.73
C -3.74 -2.52 1.24
C -2.31 -2.41 1.78
C -1.36 -1.93 0.68
N 0.01 -1.88 1.11
C 0.53 -1.08 2.08
C 1.87 -1.36 2.13
N 2.17 -2.31 1.21
C 1.05 -2.60 0.62
C -2.52 2.17 0.04
O -3.52 2.70 0.49
O -1.35 2.39 0.70
C -0.18 1.83 0.30
C 0.94 2.18 1.06
C 0.83 3.12 2.22
C 2.13 1.59 0.68
O 3.32 1.77 1.28
C 4.20 0.99 0.60
C 3.64 0.31 -0.43
C 4.41 -0.65 -1.31
C 5.50 0.14 -2.06
C 5.05 -1.71 -0.41
C 3.51 -1.35 -2.33
C 2.25 0.69 -0.41
C 1.12 0.40 -1.15
C -0.11 0.95 -0.80
H -1.35 0.26 -3.61
H -2.25 -0.90 -2.62
H -0.50 -0.95 -2.64
H -3.71 0.66 -2.77
H -4.23 2.16 -1.97
H -5.05 0.96 -0.04
H -5.75 0.25 -1.51
H -4.47 -0.54 1.39
H -3.76 -3.22 0.40
H -4.40 -2.88 2.03
H -1.99 -3.38 2.15
H -2.28 -1.70 2.61
H -1.42 -2.61 -0.18
H -1.66 -0.94 0.35
H -0.07 -0.39 2.63
H 2.62 -0.94 2.76
H 0.93 -3.33 -0.16
H 0.11 2.75 2.94
H 0.49 4.09 1.88
H 1.80 3.22 2.70
H 5.21 1.01 0.97
H 5.05 0.91 -2.68
H 6.07 -0.53 -2.69
H 6.18 0.61 -1.36
H 4.28 -2.21 0.17
H 5.77 -1.27 0.26
H 5.56 -2.46 -1.02
H 2.74 -1.91 -1.82
H 3.07 -0.63 -3.02
H 4.11 -2.05 -2.91
H 1.19 -0.26 -2.00

* energy above the lowest of the compared OMol25 structures with the same formula, charge and spin: 73.4 kJ/mol
* structure (SMILES): Cc1c(CCC(=O)NCCCn2ccnc2)c(=O)oc2c(C)c3occ(C(C)(C)C)c3cc12
* F_max: 1.2 eV/A
* highest occupied orbital energy: -8.073 eV
* LUMO level: 0.15 eV
* multiplicity: 1

***

No. 3
A molecular structure, C26H31N4NiO7P4S2 at a distorted geometry, computed with ωB97M-V/def2-TZVPD.

Element x y z (Å)
Ni 2.30 -0.31 0.41
S 1.43 -0.59 2.90
C 0.18 -1.06 1.89
N 0.38 -1.10 0.63
C -0.74 -1.36 -0.10
C -0.75 -1.31 -1.50
C -2.00 -1.30 -2.10
C -3.15 -1.54 -1.35
C -3.13 -1.66 0.02
C -1.89 -1.63 0.68
S -1.48 -1.56 2.35
H 0.16 -1.17 -1.98
H -2.09 -1.04 -3.15
H -4.12 -1.51 -1.88
H -4.06 -1.83 0.50
O 2.51 0.10 -1.75
P 3.92 0.96 -1.36
O 4.87 0.89 -2.50
O 4.33 0.36 -0.02
O 3.20 2.37 -1.14
P 1.79 2.71 -0.31
O 0.80 2.39 -1.57
O 1.72 4.10 0.13
O 1.64 1.54 0.66
H 1.81 0.71 -2.03
H 0.47 3.19 -1.93
C -1.46 2.17 1.87
P -2.23 1.92 0.18
C -1.85 3.59 -0.52
C -1.30 4.68 0.10
C -1.24 5.91 -0.55
C -1.77 6.09 -1.81
C -2.30 4.95 -2.45
C -2.30 3.72 -1.85
C -3.95 2.37 0.70
C -4.60 1.47 1.57
C -5.89 1.73 2.01
C -6.65 2.79 1.51
C -6.06 3.62 0.56
C -4.69 3.42 0.18
H -1.78 3.08 2.41
H -0.37 2.15 1.78
H -1.62 1.33 2.49
H -0.94 4.60 1.09
H -0.83 6.73 -0.01
H -1.74 7.05 -2.32
H -2.63 5.00 -3.45
H -2.72 2.86 -2.36
H -4.10 0.66 2.03
H -6.43 1.15 2.73
H -7.64 2.99 1.93
H -6.62 4.48 0.17
H -4.20 4.09 -0.54
C 4.58 -4.95 -0.91
N 3.11 -4.91 -1.01
C 2.54 -5.62 0.18
N 2.98 -5.07 1.48
C 4.48 -5.11 1.45
N 5.14 -4.42 0.37
C 4.93 -2.95 0.48
P 3.18 -2.47 0.41
C 2.68 -3.52 -1.02
C 2.52 -3.69 1.75
H 5.01 -4.42 -1.76
H 4.92 -6.01 -0.94
H 2.89 -6.66 0.12
H 1.47 -5.54 0.07
H 4.73 -6.16 1.33
H 4.86 -4.80 2.47
H 5.47 -2.44 -0.33
H 5.34 -2.54 1.42
H 3.07 -3.08 -1.95
H 1.61 -3.45 -1.11
H 1.40 -3.65 1.77
H 2.94 -3.48 2.73

* total charge: -1
* F_max: 2.5 eV/A
* highest occupied orbital energy (alpha / beta): -5.290 / -5.260 eV
* LUMO level (alpha / beta): 2.34 / 2.33 eV
* multiplicity: 3

***

No. 4
2 unconnected molecules or ions with the total composition C26H31N6O4P at a distorted geometry, computed with ωB97M-V/def2-TZVPD.

Element x y z (Å)
C -0.58 -5.69 1.55
C -1.04 -5.54 0.02
C -0.13 -4.58 -0.83
C 0.05 -3.15 -0.18
C 1.42 -2.59 -0.07
N 1.75 -1.39 0.48
C 0.60 -0.72 0.89
C 0.79 0.67 1.48
P 2.51 1.43 1.70
C 3.31 0.86 3.29
C 3.59 1.10 0.21
C -0.34 1.50 1.91
C -0.18 2.92 2.51
C -0.91 4.09 1.99
C -0.73 5.38 2.61
N 0.06 5.77 3.67
C 0.70 4.64 4.13
C 0.67 3.27 3.65
C -1.74 0.91 1.80
C -1.94 -0.42 1.27
C -3.37 -1.05 1.19
C -4.55 -0.02 1.13
N -5.80 -0.84 0.82
N -4.83 0.66 2.40
N -4.44 0.94 -0.01
C -0.77 -1.26 0.79
N -1.07 -2.51 0.26
H -1.41 -5.47 2.28
H 0.31 -5.04 1.78
H -0.25 -6.76 1.72
H -0.94 -6.58 -0.41
H -2.13 -5.29 -0.07
H 0.88 -5.01 -1.07
H -0.67 -4.40 -1.81
H 2.27 -3.22 -0.45
H 4.18 1.57 3.47
H 2.66 0.93 4.20
H 3.79 -0.17 3.23
H 3.92 0.01 0.26
H 4.55 1.69 0.32
H 3.10 1.33 -0.77
H -1.59 3.98 1.10
H -1.34 6.23 2.17
H 1.36 4.83 5.03
H 1.30 2.49 4.15
H -2.57 1.58 2.14
H -3.39 -1.69 0.25
H -3.56 -1.78 2.04
H -5.52 -1.77 0.48
H -6.22 -1.05 1.74
H -4.48 0.15 3.21
H -5.82 0.92 2.50
H -5.15 1.66 0.18
H -4.84 0.42 -0.80
O 4.27 0.90 -3.24
C 3.60 1.02 -4.25
C 4.12 1.59 -5.49
C 3.33 1.72 -6.56
O 3.80 2.25 -7.71
C 1.90 1.30 -6.53
O 1.22 1.45 -7.53
C 1.38 0.70 -5.30
C 2.17 0.57 -4.23
O 1.72 0.02 -3.09
H 5.16 1.90 -5.49
H 3.04 2.23 -8.33
H 0.35 0.38 -5.30
H 2.47 0.04 -2.47

* structure (SMILES): CCCc1cnc2c(P(C)C)c(-c3ccncc3)cc(CC(N)(N)N)c2n1.O=C1C=C(O)C(=O)C=C1O
* F_max: 4.4 eV/A
* highest occupied orbital energy: -7.344 eV
* LUMO level: -1.52 eV
* multiplicity: 1

***

No. 5
A molecular structure, C26H31N7O4SSbSe4Y, computed with ωB97M-V/def2-TZVPD.

Element x y z (Å)
Y -0.73 -0.04 -0.12
C -1.71 -1.82 2.53
N -0.57 -1.88 1.58
C 0.71 -1.64 2.29
C 0.74 -0.23 2.82
C 1.37 0.09 4.01
C 1.37 1.42 4.43
C 0.72 2.37 3.66
C 0.11 1.97 2.49
N 0.12 0.70 2.08
C -0.55 -3.15 0.83
C -1.64 -3.22 -0.21
C -2.21 -4.42 -0.57
C -3.16 -4.43 -1.59
C -3.50 -3.24 -2.20
C -2.87 -2.08 -1.80
N -1.95 -2.07 -0.83
C -2.95 -1.10 2.05
C -4.18 -1.44 2.58
C -5.29 -0.68 2.25
C -5.13 0.41 1.41
C -3.87 0.67 0.90
N -2.80 -0.07 1.21
H -1.97 -2.84 2.85
H -1.37 -1.30 3.42
H 0.85 -2.36 3.10
H 1.53 -1.79 1.58
H 1.86 -0.67 4.60
H 1.85 1.70 5.36
H 0.69 3.41 3.95
H -0.40 2.68 1.84
H 0.43 -3.24 0.34
H -0.64 -4.01 1.51
H -1.93 -5.33 -0.06
H -3.63 -5.36 -1.88
H -4.25 -3.21 -2.99
H -3.10 -1.13 -2.26
H -4.27 -2.29 3.25
H -6.26 -0.92 2.66
H -5.97 1.04 1.14
H -3.70 1.50 0.22
C 4.76 2.17 1.09
C 3.30 1.75 0.98
S 2.99 0.71 -0.40
O 3.82 -0.46 -0.39
O 1.53 0.45 -0.43
C 3.33 1.68 -1.85
C 3.19 0.89 -3.15
N 1.82 0.44 -3.40
C 1.34 -0.77 -3.06
N 0.00 -0.81 -3.09
C -0.40 0.40 -3.53
C 0.71 1.20 -3.73
N 0.74 2.56 -3.93
O -0.44 3.08 -4.05
O 1.75 3.20 -3.91
C 2.18 -1.96 -2.73
H 4.90 2.69 2.03
H 5.04 2.86 0.29
H 5.43 1.31 1.07
H 2.61 2.58 0.87
H 2.99 1.13 1.83
H 4.37 2.01 -1.76
H 2.68 2.56 -1.79
H 3.82 0.00 -3.12
H 3.52 1.51 -3.98
H -1.43 0.66 -3.71
H 2.83 -2.20 -3.57
H 1.51 -2.80 -2.56
H 2.81 -1.80 -1.86
Se -0.65 4.95 -3.73
Sb -0.68 4.79 -0.99
Se -2.40 6.22 -0.38
Se 1.58 4.72 -0.24
Se -1.28 2.30 -1.23

* total charge: +2
* energy above the lowest of the compared OMol25 structures with the same formula, charge and spin: 150.1 kJ/mol
* F_max: 0.7 eV/A
* highest occupied orbital energy: -12.261 eV
* LUMO level: -6.88 eV
* multiplicity: 1

***

No. 6
A molecular structure, C26H32AsCl2N3O2S6Si2Ta, computed with ωB97M-V/def2-TZVPD.

Element x y z (Å)
Ta 0.90 0.46 0.76
S 4.45 -2.70 1.28
C 3.29 -1.52 0.99
S 2.37 -1.33 -0.44
S 2.88 -0.30 2.13
S 1.70 2.59 2.06
C 2.02 3.77 0.85
C 2.13 5.12 1.18
C 2.40 6.08 0.22
C 2.51 7.46 0.60
N 2.59 8.56 0.93
C 2.56 5.69 -1.12
C 2.45 4.35 -1.46
C 2.18 3.39 -0.49
S 2.13 1.71 -0.95
C 2.83 6.66 -2.15
N 3.05 7.42 -2.98
H 2.00 5.43 2.21
H 2.58 4.05 -2.49
Cl -0.26 0.47 3.05
C -1.56 1.65 3.10
C -2.25 1.72 4.30
C -3.32 2.60 4.40
C -3.67 3.37 3.30
C -2.96 3.26 2.12
Cl -3.45 4.25 0.78
C -1.86 2.39 1.96
S -1.00 2.30 0.47
H -1.95 1.10 5.13
H -3.87 2.68 5.32
H -4.50 4.06 3.34
C 0.12 -2.80 -3.49
Si -1.10 -2.43 -2.09
C -2.87 -2.40 -2.75
C -1.11 -3.96 -0.97
As -0.82 -0.39 -0.95
Si -1.53 1.14 -2.62
C -0.57 2.75 -2.77
C -1.22 0.36 -4.32
C -3.36 1.51 -2.43
H 0.19 -3.89 -3.63
H 1.12 -2.43 -3.25
H -0.19 -2.36 -4.43
H -3.27 -3.42 -2.73
H -2.94 -2.04 -3.78
H -3.52 -1.78 -2.13
H -1.70 -4.72 -1.50
H -1.57 -3.77 -0.01
H -0.13 -4.40 -0.83
H 0.47 2.55 -3.04
H -0.58 3.40 -1.90
H -1.04 3.28 -3.60
H -0.19 0.01 -4.40
H -1.35 1.15 -5.06
H -1.89 -0.45 -4.59
H -3.59 1.79 -1.41
H -3.99 0.66 -2.72
H -3.63 2.35 -3.08
O 0.67 -2.11 3.72
C 0.53 -2.46 2.56
O 0.30 -1.79 1.50
C 0.65 -3.97 2.26
N 1.56 -4.15 1.08
C 1.92 -5.58 1.08
C 2.24 -5.81 2.56
C 1.26 -4.89 3.32
H -0.32 -4.33 1.93
H 2.45 -3.61 1.23
H 1.16 -3.75 0.24
H 2.75 -5.75 0.40
H 1.04 -6.15 0.75
H 3.27 -5.49 2.74
H 2.16 -6.86 2.83
H 1.76 -4.28 4.07
H 0.48 -5.45 3.82

* total charge: -1
* energy above the lowest of the compared OMol25 structures with the same formula, charge and spin: 83.4 kJ/mol
* F_max: 1.0 eV/A
* highest occupied orbital energy: -4.543 eV
* LUMO level: 1.53 eV
* multiplicity: 1